The following is a DFT calculation (wB97M-V/def2-TZVPD) of a molecular structure, C32H32BeN2O5STe.

Geometry as XYZ:
```
74
Properties=species:S:1:pos:R:3:mulliken_charge:R:1
Te 0.18 2.36 3.07 0.3956
S -1.98 -1.64 0.58 1.0153
O 2.60 -0.73 0.31 -0.3046
O 1.33 -2.70 1.60 -0.3781
O -2.62 -0.38 0.42 -0.7422
O -2.43 -2.69 -0.27 -0.6728
O 1.51 -2.67 -1.21 -0.4577
N 4.34 0.72 0.10 -0.2331
N -0.36 -1.58 0.40 0.1016
C -0.04 -1.80 -2.84 0.2957
C -2.98 -2.59 4.36 -0.4717
C -2.10 -2.16 2.18 0.1823
C -1.42 4.80 2.51 -0.3885
C -0.74 -2.42 2.63 0.0173
C -3.69 4.87 1.66 -0.3550
C 1.53 3.05 1.62 -0.1111
C 1.26 -1.85 -2.07 -0.1982
C 1.96 3.62 -0.69 -0.6537
C 0.41 0.66 -2.95 -2.3051
C -0.49 -2.64 3.99 -0.6216
C -2.00 -2.70 -3.87 -0.7893
C 2.82 3.54 2.02 -0.2277
C 1.12 3.06 0.27 -0.1785
C 0.15 -2.20 1.45 0.6292
C -2.48 5.56 2.10 -0.4978
C 3.84 -0.54 0.23 0.6232
C -0.43 -4.28 -2.65 -2.2513
C 3.19 3.98 -0.28 -0.3330
C 3.67 3.94 1.01 -0.5620
C -0.81 -2.93 -3.13 1.2277
C -2.42 -1.45 -4.19 1.0986
C -3.21 -2.19 3.02 -0.5431
C -1.65 -2.73 4.83 -0.5567
C -1.67 -0.33 -3.87 -0.8056
C -1.51 3.42 2.42 -0.4295
C -0.48 -0.52 -3.23 1.5070
C -2.53 2.76 1.81 0.2928
C 4.77 -1.70 0.25 -0.8760
C 4.01 -2.99 0.54 -0.7866
C -3.80 -1.28 -4.81 -1.6246
C -3.65 3.52 1.54 -0.6151
Be 2.35 -2.52 0.25 -0.4724
H 5.69 -1.55 0.85 0.3355
H 3.69 1.46 0.00 0.1355
H -0.52 5.25 2.88 0.4228
H 1.45 0.40 -3.16 0.4755
H -2.39 6.65 2.07 0.3653
H -0.03 -4.82 -3.46 0.4307
H -4.10 -0.22 -4.71 0.3455
H 1.96 -1.00 -2.27 0.1951
H 1.75 3.73 -1.70 0.4890
H 4.26 -3.27 1.58 0.4406
H -3.82 -2.66 5.09 0.3419
H 3.11 3.61 3.08 0.3468
H -2.10 0.69 -3.82 0.2336
H 0.10 1.59 -3.51 0.4230
H 5.07 -1.65 -0.86 0.2340
H -2.61 -3.57 -4.04 0.4157
H -4.53 5.46 1.39 0.4179
H 4.70 4.32 1.29 0.2957
H 4.43 -3.74 -0.07 0.5412
H -1.47 -2.78 5.86 0.4399
H -4.23 -1.90 2.73 0.4263
H -4.49 3.01 1.04 0.3493
H -4.47 -1.98 -4.37 0.3902
H -1.34 -4.79 -2.34 0.4298
H 0.08 2.77 -0.03 0.4124
H -2.32 1.70 1.54 0.2794
H 0.21 -4.33 -1.84 0.4675
H 0.42 1.04 -1.89 0.5895
H 3.95 4.25 -1.00 0.2920
H -3.84 -1.44 -5.87 0.3485
H 0.50 -2.73 4.34 0.5753
H 5.31 0.89 0.11 0.1709
```

Summary:
Multiplicity: 1
Total charge: 0
Electronic energy in eV: -65451.3883
Frontier orbital gap in eV: 7.504